[1]
Here is a single C3H7NO2S molecule from the OMol25 dataset. Energies are from ωB97M-V/def2-TZVPD.

Structure (XYZ):
```
14
Properties=species:S:1:pos:R:3:lowdin_charge:R:1
N -1.1218 -0.9127 0.5050 0.06
C 0.1629 -0.3032 0.1246 -0.39
C 0.1354 0.6375 -1.0823 -0.46
S -0.0996 -0.2657 -2.7102 0.66
C 0.5136 0.5253 1.3737 -0.51
O -0.2680 1.2040 1.9703 0.13
O 1.6931 0.1128 1.8820 0.11
H -1.3643 -1.5202 -0.2743 0.06
H -1.8378 -0.1960 0.5506 0.08
H 0.9013 -1.0861 -0.0289 0.14
H -0.6880 1.3402 -1.0946 0.06
H 1.0947 1.1582 -1.0603 0.09
H -0.9321 -1.3280 -2.8499 -0.17
H 1.8107 0.6340 2.6942 0.13
```

**Max |F|**: 0.0434 Eh/bohr
**Electronic energy**: -19644.3745 eV
**Energy relative to the best compared isomer or geometry (same formula, charge and spin)**: 28.36 kcal/mol
**E_LUMO**: 0.56 eV
**Multiplicity**: 1
**HOMO energy**: -9.4 eV
**Total charge**: 0
**Frontier orbital gap**: 9.92 eV


[2]
Here is a single C3H7NO2S molecule from the OMol25 dataset. Energies are from ωB97M-V/def2-TZVPD.

Structure (XYZ):
```
14
Properties=species:S:1:pos:R:3:lowdin_charge:R:1
N 0.2747 -1.9681 1.1493 -0.06
C -0.2517 -0.6208 0.7347 -0.33
C 0.5569 0.7766 1.1393 -0.53
S -0.2581 2.0771 0.2659 0.75
C -0.0600 -0.8115 -0.9171 -0.43
O -0.0916 0.3323 -1.5370 -0.11
O -0.0757 -1.9023 -1.5951 0.18
H 1.3868 -2.1304 0.7242 0.17
H 0.4292 -2.0900 2.2269 0.10
H -1.3046 -0.4554 0.9507 0.12
H 0.5579 0.8830 2.3023 0.10
H 1.6627 0.6169 0.4610 0.15
H -0.5647 2.7919 1.3191 -0.17
H -0.0934 -2.5791 -0.9677 0.07
```

**Max |F|**: 0.1817 Eh/bohr
**Electronic energy**: -19642.0776 eV
**Energy relative to the best compared isomer or geometry (same formula, charge and spin)**: 81.33 kcal/mol
**E_LUMO**: 0.38 eV
**Multiplicity**: 1
**HOMO energy**: -8.6 eV
**Total charge**: 0
**Frontier orbital gap**: 8.96 eV


[3]
Here is 2 unconnected molecules or ions with the total composition C3H7NO2S from the OMol25 dataset. Energies are from ωB97M-V/def2-TZVPD.

Structure (XYZ):
```
14
Properties=species:S:1:pos:R:3:lowdin_charge:R:1
C 0.9965 1.3080 -1.1966 -0.15
C 1.0330 0.1120 0.8035 -0.62
C -1.5274 -0.7482 1.3020 -0.56
H 0.7002 0.3765 -1.7227 0.07
H 2.0454 1.0007 -1.1210 0.08
H 0.6794 2.2617 -1.7361 0.13
H 1.9053 0.1302 1.4125 0.06
H 1.2184 -0.8507 0.1646 0.14
H -2.3702 -1.3141 2.4200 0.20
H -1.9196 -1.3994 -1.6793 0.15
N -2.1357 -1.0889 0.2222 -0.03
O 0.6308 1.2789 0.1232 -0.24
O -1.1820 -0.9149 -1.0390 -0.20
S -0.0742 -0.1518 2.0468 0.96
```

**Max |F|**: 0.1026 Eh/bohr
**Electronic energy**: -19638.8716 eV
**Energy relative to the best compared isomer or geometry (same formula, charge and spin)**: 155.26 kcal/mol
**E_LUMO**: 0.32 eV
**Multiplicity**: 1
**HOMO energy**: -9.3 eV
**Total charge**: 0
**Frontier orbital gap**: 9.59 eV